Molecular formula: C3H13NO4
Method: DFT, the ωB97M-V functional and the def2-TZVPD basis

The geometry in XYZ format:
```
21
Properties=species:S:1:pos:R:3:lowdin_charge:R:1
N 1.03 -1.13 0.17 -0.007
C 0.09 -0.29 -0.61 -0.226
C -0.67 0.66 0.31 -0.164
C -1.74 1.50 -0.30 -0.247
O -2.91 1.23 -0.29 0.049
H 0.73 -2.10 0.25 0.103
H 1.01 -0.88 1.15 0.086
H -0.60 -1.03 -1.00 0.108
H 0.56 0.18 -1.47 0.117
H -1.12 -0.01 1.04 0.112
H 0.05 1.28 0.85 0.112
H -1.40 2.33 -0.96 0.130
O 2.65 1.15 1.34 -0.068
H 3.47 1.13 1.84 0.037
H 2.85 0.93 0.42 0.011
O -2.77 -1.91 0.25 -0.078
H -2.94 -1.01 -0.12 0.012
H -3.68 -1.92 0.59 0.051
O 3.19 -0.55 -1.10 -0.107
H 2.37 -0.80 -0.63 -0.056
H 4.09 -0.84 -1.00 0.024
```

Its strongest force on any atom is 0.0558 hartree/bohr. The value obtained for the LUMO energy is 0.79 eV. The value obtained for the total energy is -477.78282 Ha. The total charge is 0. As for the energy above the lowest of the compared OMol25 structures with the same formula, charge and spin: 2.0326 eV.